[1]
The following is a quantum chemistry calculation of the molecule C5H8O, from the OMol25 dataset.

Cartesian coordinates (Å):
C1 -1.840 -0.063 -1.994
C2 -0.621 0.334 -1.314
C3 0.269 0.713 -0.599
C4 1.083 1.352 0.433
O1 1.427 0.519 1.538
C5 1.687 -0.845 1.254
H1 -2.688 0.370 -1.454
H2 -1.859 0.296 -3.023
H3 -1.925 -1.150 -1.980
H4 0.386 2.120 0.739
H5 1.985 1.837 0.049
H6 2.597 -1.003 0.653
H7 1.820 -1.337 2.224
H8 0.841 -1.307 0.729

Results
Energy relative to the best compared isomer or geometry (same formula, charge and spin) ... 261.3 kJ/mol
Frontier orbital gap ... 10.34 eV
Electronic energy ... -270.458369 hartree
SMILES ... CC#CCOC
HOMO level ... -9.401 eV
F_max ... 0.019 hartree/bohr

=====

[2]
The following is a quantum chemistry calculation of a structure of composition C5H8O at a distorted geometry, from the OMol25 dataset.

Cartesian coordinates (Å):
C1 1.127 0.350 -0.291
C2 0.048 -0.290 0.556
C3 0.080 -1.134 1.662
C4 -1.301 0.009 -0.238
C5 -1.527 1.166 -0.881
H1 3.181 -0.333 -0.673
H2 0.384 0.495 -1.481
H3 1.133 1.464 0.168
H4 0.980 -1.702 2.197
H5 -0.951 -1.714 1.753
H6 -2.169 -1.085 -0.004
H7 -0.707 1.677 -1.267
H8 -2.543 1.606 -1.352
O1 2.265 -0.508 -0.148

Results
Energy relative to the best compared isomer or geometry (same formula, charge and spin) ... 629.9 kJ/mol
Frontier orbital gap ... 9.83 eV
Electronic energy ... -270.317976 hartree
HOMO level ... -9.145 eV
F_max ... 0.098 hartree/bohr